Computed, not measured: a structure of composition C17H33AsBF6N9PS3V, with ωB97M-V/def2-TZVPD.

The geometry in XYZ format:
```
72
Properties=species:S:1:pos:R:3:forces:R:3
V 1.46999 -0.03414 -0.54945 0.053 0.070 0.695
C 0.24754 -4.07750 5.21444 0.014 0.026 0.023
N 0.18729 -4.43859 3.80220 0.005 -0.007 0.001
C 0.52275 -5.62786 3.28053 -0.038 -0.040 -0.024
C 0.25832 -5.56060 1.92384 0.068 -0.035 0.037
N -0.21432 -4.34066 1.63693 0.021 -0.009 -0.049
B -0.70733 -3.91178 0.19812 -0.034 0.098 -0.033
N 0.52358 -3.91011 -0.79235 0.001 -0.097 0.022
C 0.54250 -4.69719 -1.91999 0.027 -0.074 -0.024
C 1.69083 -4.45482 -2.59361 -0.027 -0.028 -0.049
N 2.37678 -3.50757 -1.87384 -0.030 -0.010 0.049
C 3.69950 -3.00181 -2.22167 0.045 0.009 0.020
C 1.65025 -3.19201 -0.77904 -0.033 0.204 -0.067
S 2.14616 -2.04961 0.44110 -0.025 -0.015 0.143
C -0.27480 -3.61543 2.79663 -0.008 0.070 -0.004
S -0.79754 -2.06082 3.01338 0.029 0.048 0.006
H 0.77409 -4.86538 5.74435 0.001 -0.002 0.004
H -0.75976 -3.97339 5.61046 0.001 0.004 -0.003
H 0.77660 -3.13550 5.32480 0.002 -0.006 0.007
H 0.89993 -6.43969 3.87809 0.007 -0.008 -0.001
H 0.36976 -6.32320 1.17224 0.016 -0.007 -0.002
H -1.22374 -2.83840 0.25093 0.062 -0.016 0.034
H -1.42528 -4.79111 -0.18484 -0.063 -0.005 -0.044
H -0.27062 -5.36229 -2.14685 -0.004 0.002 -0.010
H 2.07254 -4.85790 -3.51461 0.005 -0.010 -0.003
H 3.70564 -2.70200 -3.26798 0.002 0.000 -0.001
H 4.44479 -3.77957 -2.06656 0.000 0.008 0.000
H 3.93183 -2.14812 -1.59145 -0.002 -0.009 -0.020
C -4.62399 2.43677 -1.75594 -0.005 -0.012 0.016
N -3.19354 1.96680 -2.03608 -0.004 0.000 -0.003
C -2.27648 3.19619 -2.06621 0.005 0.010 -0.012
N -2.39288 3.94632 -0.86453 -0.026 -0.001 -0.007
C -3.78316 4.34166 -0.64068 -0.001 0.006 0.005
N -4.67899 3.19138 -0.55426 0.011 -0.007 -0.026
C -4.43428 2.37875 0.64473 0.027 0.027 -0.023
P -2.71521 1.66499 0.72504 -0.069 -0.035 0.017
C -2.72430 0.98276 -1.00518 0.107 -0.019 -0.002
C -1.82938 3.24302 0.29278 0.000 -0.037 -0.012
H -5.24800 1.54539 -1.70025 0.003 0.005 -0.002
H -4.91881 3.04646 -2.61045 0.003 0.001 -0.002
H -3.15720 1.51712 -2.95257 0.011 0.011 -0.001
H -2.59561 3.78925 -2.92348 0.001 -0.002 -0.012
H -1.26308 2.82302 -2.21152 -0.003 0.002 -0.006
H -4.10565 4.97632 -1.46762 0.000 0.001 -0.003
H -3.84802 4.91490 0.28221 0.003 0.002 -0.001
H -5.16652 1.56978 0.68581 0.004 0.002 0.000
H -4.60322 2.99810 1.52699 -0.003 0.005 -0.005
H -3.36785 0.10382 -1.05964 -0.005 0.001 0.004
H -1.71372 0.68630 -1.28059 -0.077 -0.010 0.028
H -0.78500 3.00359 0.08997 0.038 -0.001 -0.004
H -1.85354 3.91165 1.15494 -0.005 -0.005 0.009
C 3.29067 4.07892 -0.26011 -0.007 -0.019 0.028
N 2.36842 3.05230 0.23252 0.075 0.053 0.131
C 2.45555 2.37876 1.35905 -0.120 0.076 -0.054
S 1.60631 0.85009 1.58825 0.106 -0.027 -0.103
N 3.14336 2.77926 2.41937 0.095 -0.083 0.049
C 3.61402 4.13054 2.73411 -0.030 -0.006 -0.003
H 3.27388 4.02971 -1.34552 -0.006 0.006 0.003
H 4.30289 3.86723 0.07073 0.040 0.010 0.020
H 2.99581 5.07865 0.04961 0.012 0.008 -0.001
H 1.72031 2.65991 -0.45241 0.029 0.050 0.031
H 3.23595 2.08637 3.14725 -0.007 0.048 -0.019
H 2.90769 4.86807 2.36362 -0.005 0.004 -0.017
H 4.60458 4.32414 2.33097 0.010 0.006 -0.014
H 3.65620 4.21678 3.81607 0.000 0.000 0.004
F -0.17239 -0.65977 -0.68591 0.067 -0.003 -0.142
As 0.76894 -0.56940 -3.39714 0.066 -0.017 -0.287
F -0.75674 0.20921 -3.57509 -0.107 0.077 0.007
F 0.77199 1.59082 -1.27309 -0.098 -0.179 -0.159
F 1.53057 0.19486 -4.71461 -0.052 -0.001 -0.007
F 3.02175 0.29906 -1.25733 -0.178 -0.093 -0.124
F 0.32137 -2.00278 -4.20960 0.003 -0.015 -0.006
```
Positions in Å, forces in eV/Å.

Its expectation value of S² is 2.0340. The calculation puts the strongest force on any atom at 0.70 eV/Å. Its gap between HOMO and LUMO (spin up / spin down) is 7.14 / 6.46 eV. The value obtained for the LUMO energy (spin up / spin down) is -6.31 / -7.15 eV. Its spin multiplicity is 3. The total charge is +2. The total energy comes out at -176871.583 eV. The highest occupied orbital energy (spin up / spin down) comes out at -13.456 / -13.604 eV. For the energy above the lowest of the compared OMol25 structures with the same formula, charge and spin, the calculation gives 6.7 kcal per mole.

Computed, not measured: a structure of composition H2INO3P in a non-equilibrium geometry, with ωB97M-V/def2-TZVPD.

The geometry in XYZ format:
```
8
Properties=species:S:1:pos:R:3:forces:R:3
N -0.31406 -1.32666 -0.19712 -1.528 -1.619 -1.666
O -0.73500 0.54757 1.61350 -0.399 -0.365 0.087
O -0.12073 1.14133 -0.91779 -0.018 -1.505 1.365
O 1.64861 0.13253 0.75516 0.695 -0.138 -0.040
P 0.19304 0.10186 0.55252 -0.453 1.516 -1.925
I 0.95114 2.73627 -0.98789 0.293 0.551 -0.098
H -0.98098 -1.82548 0.39171 0.236 0.329 -0.081
H -0.64202 -1.50744 -1.21008 1.175 1.232 2.358
```
Positions in Å, forces in eV/Å.

The calculation puts the strongest force on any atom at 2.91 eV/Å. Its gap between HOMO and LUMO is 7.86 eV. The value obtained for the LUMO energy is 2.97 eV. Its spin multiplicity is 1. The total charge is -1. The total energy comes out at -25058.134 eV. The highest occupied orbital energy comes out at -4.890 eV. For the energy above the lowest of the compared OMol25 structures with the same formula, charge and spin, the calculation gives 8.5 kcal per mole.

Computed, not measured: the molecule C4H11NO2 in a non-equilibrium geometry, with ωB97M-V/def2-TZVPD.

The geometry in XYZ format:
```
18
Properties=species:S:1:pos:R:3:forces:R:3
N -0.30970 -1.52031 0.75148 -0.262 -0.512 0.127
C -0.37188 -0.10531 0.49914 0.151 0.688 -0.829
C -1.75915 0.44533 0.12127 0.285 -2.709 1.680
O -2.32542 -0.36051 -0.93045 0.368 1.467 -0.531
C 0.62478 0.21676 -0.62458 -1.701 1.110 -1.797
C 2.04799 0.09780 -0.20004 1.329 -2.278 0.703
O 2.45520 0.93441 0.87415 -0.511 0.473 -0.364
H -0.76619 -1.98282 -0.03143 0.081 -0.090 0.121
H -0.80431 -1.80456 1.59027 0.016 0.153 -0.016
H -0.08632 0.48211 1.37677 0.219 -0.295 0.159
H -1.63713 1.52141 0.09257 -0.736 0.281 -0.912
H -2.39555 0.12500 0.94677 -0.112 0.802 0.456
H -2.45500 0.22538 -1.67850 -0.105 -0.185 -0.371
H 0.23392 1.17616 -1.10163 1.258 -0.218 0.897
H 0.43280 -0.39312 -1.53992 0.263 -0.413 0.916
H 2.82912 0.07939 -0.98054 -0.606 0.517 -0.193
H 2.12986 -0.94945 0.22087 -0.163 0.986 -0.319
H 2.15698 1.81234 0.61379 0.227 0.225 0.272
```
Positions in Å, forces in eV/Å.

The calculation puts the strongest force on any atom at 3.20 eV/Å. Its gap between HOMO and LUMO is 9.94 eV. The SMILES is N[C@H](CO)CCO. The value obtained for the LUMO energy is 0.72 eV. Its spin multiplicity is 1. The total energy comes out at -9910.395 eV. The highest occupied orbital energy comes out at -9.218 eV. For the energy above the lowest of the compared OMol25 structures with the same formula, charge and spin, the calculation gives 42.6 kcal per mole.

Computed, not measured: the ion C5H8N with charge +1 in a non-equilibrium geometry, with ωB97M-V/def2-TZVPD.

The geometry in XYZ format:
```
14
Properties=species:S:1:pos:R:3:forces:R:3
N -1.38148 -0.68888 0.05931 -1.735 -0.551 2.172
C -0.48931 0.43877 -0.41366 1.949 1.824 0.648
C -0.08802 1.57624 0.68467 -0.732 -3.591 -0.802
C 0.99863 0.64687 0.34794 -1.433 -2.570 -0.513
C 1.37526 -0.88491 -0.13983 1.600 -0.133 1.632
C 0.94239 0.22673 -1.01241 -0.624 -0.121 -0.656
H -2.19703 -0.24043 0.54726 0.599 -0.040 -1.047
H -1.25065 -1.46665 0.75489 1.575 0.814 -0.081
H -1.77305 -1.26144 -0.67371 -0.210 0.454 -1.155
H -0.62082 1.54381 1.60312 -0.093 -0.229 0.942
H -0.09673 2.50914 0.26323 0.418 2.200 -1.104
H 0.78421 -1.84698 -0.14837 0.310 1.322 0.623
H 2.45960 -1.09355 0.09965 -1.292 0.363 -0.753
H 1.33701 0.54130 -1.97209 -0.334 0.258 0.094
```
Positions in Å, forces in eV/Å.

The calculation puts the strongest force on any atom at 3.75 eV/Å. Its gap between HOMO and LUMO is 10.05 eV. The SMILES is [NH3+][C@]12C[C@]13C[C@H]32. The value obtained for the LUMO energy is -3.76 eV. Its spin multiplicity is 1. The total charge is +1. The total energy comes out at -6791.927 eV. The highest occupied orbital energy comes out at -13.810 eV. For the energy above the lowest of the compared OMol25 structures with the same formula, charge and spin, the calculation gives 142.1 kcal per mole.